Entry 1:
{
  "formula": "C26H41F15O16S2",
  "method": "wB97M-V/def2-TZVPD",
  "total_charge": 0,
  "max_force_ev_per_a": 3.43,
  "total_energy_ev": -122819.132,
  "orbital_gap_ev": 11.2,
  "molar_mass_g_mol": 958.70,
  "relative_energy_kj_mol": 0.0,
  "lumo_energy_ev": 0.386,
  "elements": ["H", "F", "O", "C", "C", "H", "H", "H", "F", "H", "O", "C", "H", "F", "H", "H", "C", "O", "F", "O", "O", "H", "H", "F", "H", "C", "O", "H", "F", "H", "H", "H", "H", "F", "C", "C", "O", "O", "C", "C", "C", "C", "O", "H", "C", "H", "C", "O", "C", "H", "H", "C", "H", "O", "C", "H", "O", "H", "H", "H", "H", "C", "O", "H", "C", "C", "H", "H", "F", "C", "O", "F", "C", "H", "F", "F", "H", "C", "C", "O", "F", "H", "H", "C", "F", "F", "S", "H", "C", "H", "H", "H", "H", "S", "H", "O", "F", "C", "H", "H"],
  "positions_angstrom": [[-2.318, -0.523, 1.327], [2.707, -1.387, 6.819], [-6.321, 2.282, -1.470], [-4.906, -3.892, 3.645], [0.970, -2.097, 2.473], [0.047, 1.912, 7.372], [-6.270, -2.550, -0.971], [-8.877, 1.541, -1.691], [3.766, 4.415, 0.254], [-0.380, -0.186, -5.522], [1.449, -0.329, -2.207], [2.404, -0.250, -1.124], [0.909, -4.165, 2.915], [2.462, 2.649, 1.830], [-4.544, -2.740, -0.712], [-4.339, 0.303, 2.615], [-8.426, 0.922, -2.460], [-0.160, -1.247, -0.482], [3.280, 2.887, 3.797], [1.231, 1.576, 4.804], [7.061, 4.102, -0.626], [4.500, 0.045, -0.983], [8.653, 3.930, -1.836], [4.054, -2.242, 5.358], [-0.458, 0.228, 7.373], [-0.918, -1.634, -7.064], [-5.974, 0.623, -3.328], [1.037, -0.981, -6.256], [-1.751, -0.294, -11.086], [-3.663, -0.264, 4.063], [-0.008, -1.797, 2.837], [-0.589, -2.657, -7.250], [7.550, 2.635, -2.145], [-5.653, -3.946, 4.758], [3.040, -1.400, 5.552], [-1.241, 0.496, -10.124], [-3.135, -2.575, 4.576], [0.847, -2.275, 5.229], [-2.299, -0.319, 2.399], [1.850, -1.855, 4.722], [5.052, 4.654, 0.547], [1.404, 1.410, 3.517], [2.024, -1.781, 3.417], [9.274, 3.029, 0.396], [0.160, 0.878, 5.424], [8.354, 1.534, 0.008], [1.113, -3.544, 2.046], [5.606, 2.434, -0.235], [7.926, 3.278, -1.349], [-0.214, 1.713, -2.307], [1.296, -1.513, 1.615], [-5.251, -0.699, -0.769], [-8.752, -0.113, -2.506], [0.648, 0.887, 2.743], [2.730, 2.009, 2.964], [-1.890, 0.693, 2.421], [-4.174, -1.791, 2.799], [1.205, 0.599, 7.341], [-4.385, -0.121, -1.105], [-1.930, -1.707, -6.672], [2.529, -1.190, -0.583], [-3.976, -2.691, 3.737], [-0.697, -0.833, -8.222], [-8.569, 1.311, -3.466], [-1.648, -0.106, -8.746], [-3.668, -0.470, 2.989], [0.085, -0.175, 5.143], [0.156, -1.833, -5.162], [3.489, -0.191, 5.220], [8.814, 2.439, -0.395], [-0.834, -0.938, -2.883], [-5.745, -3.830, 2.621], [-0.010, -1.109, -5.964], [2.108, 0.465, -0.351], [-1.748, 1.711, -10.288], [5.366, 5.889, 0.140], [-0.828, 1.247, 5.135], [-0.529, 1.188, -1.409], [5.945, 3.576, -0.134], [-2.687, 0.203, -8.243], [-4.175, -5.003, 3.604], [-5.066, -0.744, 0.310], [2.066, -3.637, 1.519], [-5.293, -2.160, -1.254], [3.581, 1.014, 2.730], [5.176, 4.604, 1.878], [-6.647, 1.027, -2.123], [-1.606, 1.133, -1.313], [3.719, 0.171, -1.732], [3.998, -0.360, -2.641], [0.052, 1.482, -0.538], [9.655, 1.980, -0.928], [0.474, -3.798, 1.197], [-0.050, -0.540, -1.735], [-1.538, -0.950, 2.852], [-6.529, -0.129, -0.983], [0.084, 0.580, -10.263], [0.249, 0.935, 6.935], [3.666, 1.226, -2.005], [-5.155, -2.285, -2.326]]
}

---

Entry 2:
{
  "formula": "C26H41N7O",
  "method": "wB97M-V/def2-TZVPD",
  "total_charge": 0,
  "max_force_ev_per_a": 1.14,
  "total_energy_ev": -40108.650,
  "orbital_gap_ev": 8.7,
  "molar_mass_g_mol": 467.66,
  "lumo_energy_ev": 0.795,
  "elements": ["H", "H", "H", "C", "H", "N", "H", "H", "C", "H", "H", "C", "H", "H", "H", "N", "H", "C", "C", "C", "C", "H", "H", "H", "H", "C", "H", "C", "C", "C", "O", "N", "H", "N", "H", "C", "H", "C", "H", "H", "H", "H", "C", "H", "C", "C", "H", "H", "H", "H", "H", "N", "N", "N", "C", "C", "H", "C", "H", "H", "C", "C", "H", "H", "H", "C", "H", "H", "H", "C", "C", "C", "H", "C", "H"],
  "positions_angstrom": [[6.533, -2.627, 0.909], [7.101, -1.396, 2.049], [-3.792, 0.676, 1.328], [-5.698, -0.760, 0.760], [-4.721, -1.130, 0.443], [1.728, -0.786, -1.106], [-5.754, -3.329, -0.194], [-4.901, 3.011, -0.275], [-0.462, -2.074, 0.210], [1.344, -1.844, 1.365], [-1.085, -2.208, 1.097], [2.575, 0.182, -0.706], [-4.851, 1.901, 2.042], [-7.487, -3.431, -0.519], [-6.957, 2.323, 0.805], [4.243, 2.357, -0.062], [-10.281, 0.849, -0.074], [-9.475, 1.265, 0.527], [6.870, -1.594, 0.998], [6.934, 1.453, 0.985], [-4.591, 1.387, 1.103], [-3.293, 2.369, -1.946], [-7.939, 0.886, -0.928], [7.158, 1.272, 2.043], [-8.372, -1.116, 1.329], [4.632, 1.091, 0.103], [8.868, 2.024, 0.283], [-1.980, -0.263, -0.684], [0.378, -0.443, -1.480], [-3.448, 1.674, -1.114], [-2.828, -1.092, -0.941], [4.602, -1.170, 0.115], [7.853, -1.369, -0.906], [2.190, 1.461, -0.859], [-4.115, 0.870, -1.428], [-8.138, 0.653, 0.123], [-3.332, 3.057, 0.543], [1.884, -2.160, -0.690], [-9.688, 1.059, 1.574], [0.375, 0.589, -1.831], [0.060, -1.109, -2.289], [1.586, -2.802, -1.526], [3.019, 2.440, -0.544], [2.931, -2.342, -0.447], [8.901, -0.108, 0.497], [8.130, -1.382, 0.150], [-1.431, 1.691, -0.513], [9.129, -0.106, 1.567], [-6.575, -1.196, -1.133], [8.794, -2.235, 0.308], [6.604, 2.488, 0.866], [5.823, 0.636, 0.582], [-2.182, 1.068, -0.767], [-5.729, 0.674, 0.550], [-4.071, 2.400, 0.079], [8.179, 1.190, 0.136], [-5.849, -1.022, 1.825], [-6.730, -2.949, 0.095], [9.853, -0.129, -0.039], [1.061, -3.492, 0.794], [-0.556, -0.626, -0.272], [-6.778, -1.436, -0.085], [2.636, 3.441, -0.698], [-8.922, -1.307, -0.340], [-6.910, -3.216, 1.135], [5.745, -0.730, 0.562], [-0.223, 0.052, 0.522], [-9.463, 2.344, 0.385], [-7.199, 1.054, 2.029], [-6.998, 1.240, 0.955], [3.865, -0.050, -0.188], [0.988, -2.439, 0.521], [-0.858, -2.726, -0.570], [-8.145, -0.866, 0.289], [7.893, 1.174, -0.917]]
}

---

Entry 3:
{
  "formula": "C26H42AgClN6O5Si2Te",
  "method": "wB97M-V/def2-TZVPD",
  "total_charge": 0,
  "max_force_ev_per_a": 0.24,
  "total_energy_ev": -86389.762,
  "orbital_gap_ev": 7.8,
  "molar_mass_g_mol": 845.75,
  "relative_energy_kj_mol": 0.0,
  "lumo_energy_ev": -0.162,
  "elements": ["H", "H", "H", "H", "H", "H", "Ag", "C", "O", "H", "H", "H", "C", "H", "C", "C", "H", "C", "H", "H", "H", "C", "N", "H", "C", "H", "H", "H", "H", "H", "H", "C", "H", "C", "C", "C", "H", "H", "O", "H", "H", "C", "C", "O", "N", "H", "Te", "C", "C", "H", "H", "H", "C", "O", "H", "H", "C", "C", "O", "H", "H", "H", "Si", "C", "C", "H", "H", "N", "H", "Si", "N", "H", "C", "N", "H", "H", "C", "C", "H", "C", "N", "C", "Cl", "C"],
  "positions_angstrom": [[-5.941, 2.766, -2.904], [4.342, -5.291, 2.070], [2.638, -5.549, 1.701], [3.139, 6.212, -0.079], [-1.682, -3.067, 1.985], [-5.022, -4.456, -0.312], [-0.531, -0.107, 0.175], [-3.330, -3.942, 0.910], [0.403, 2.148, 1.085], [3.142, 1.645, 3.660], [-6.575, 1.151, -2.697], [3.619, -4.547, 5.020], [-2.820, 2.057, -0.865], [5.462, 4.085, 2.798], [4.585, 4.153, 2.164], [1.388, -2.586, 2.327], [1.410, -3.679, -4.469], [-0.816, -5.208, -2.568], [0.264, 4.726, 0.138], [4.492, -1.706, 1.920], [5.707, 6.676, 0.401], [4.397, 5.284, 1.383], [-2.583, -1.679, 0.776], [-1.970, 3.857, -1.048], [1.168, 4.457, -0.413], [4.124, -1.297, 3.601], [0.974, 3.526, -0.943], [2.261, -2.718, -3.262], [-5.237, -2.126, -1.213], [-0.261, -3.793, 0.081], [0.551, -3.286, 2.343], [3.277, 5.348, 0.562], [2.299, -4.489, -3.179], [3.683, 3.099, 2.141], [3.425, -4.794, 1.745], [-4.466, -2.393, -0.506], [5.289, -2.569, 3.236], [4.930, 7.312, 1.845], [0.327, 1.195, -1.879], [-1.716, -5.205, -1.947], [-0.217, -6.078, -2.290], [-3.652, -0.029, -0.632], [-4.340, -3.675, 0.000], [2.169, 1.701, -3.264], [-1.897, 2.971, -0.582], [4.855, 2.043, 3.589], [1.528, -1.851, 0.305], [2.712, -4.071, 4.641], [-4.795, 1.515, -1.784], [2.013, 1.106, 1.640], [-1.327, -2.265, -3.798], [3.597, -4.417, 0.734], [2.337, 4.331, 0.521], [1.824, -0.518, -2.511], [1.334, -4.415, -0.350], [-3.198, -4.927, 1.335], [3.965, 1.881, 2.984], [5.383, 6.419, 1.410], [2.521, 1.148, -0.999], [2.440, -3.274, 5.336], [-1.894, -2.218, -2.131], [1.113, -1.743, 2.966], [0.140, -3.605, -2.351], [2.540, 3.201, 1.334], [1.593, 2.079, 1.344], [-1.129, -5.337, -3.606], [1.914, -4.816, 4.657], [-3.880, 2.451, -1.579], [-1.030, 2.717, -0.127], [2.978, -3.399, 2.912], [-2.644, 0.800, -0.389], [4.146, 1.003, 2.360], [-0.999, -2.184, -2.758], [-5.874, 1.844, -2.515], [1.362, 5.240, -1.145], [-0.516, -1.214, -2.640], [4.344, -2.122, 2.919], [0.628, -3.599, -0.522], [6.263, 6.166, 1.999], [-2.481, -2.907, 1.269], [-4.749, 0.254, -1.309], [-3.560, -1.425, -0.092], [1.727, 0.886, -2.181], [1.673, -3.624, -3.411]]
}